This record from the OMol25 dataset describes C37H51F7GaO19 as an isolated structure. The level of theory is ωB97M-V with the def2-TZVPD basis set.

Results
* E_HOMO: -4.290 eV
* E: -149485.0586 eV
* LUMO energy: 1.41 eV

The geometry in ORCA input format:
```
! RIJCOSX wB97M-V def2-TZVPD def2/J DEFGRID3
* xyz -1 1
C 7.147 3.856 0.691
O 6.300 2.679 0.939
C 6.907 1.742 1.897
C 7.132 0.288 1.127
C 5.930 -0.786 1.431
C 4.444 -0.333 0.905
C 3.212 -0.901 1.883
C 2.073 -1.742 1.057
C 0.527 -1.159 1.265
C -0.540 -2.171 0.541
C -1.574 -1.457 -0.512
Ga -2.919 -0.133 0.351
C -3.723 1.045 -1.148
F -1.887 0.884 1.651
C -4.454 -1.026 1.409
C -5.853 -0.172 1.465
C -7.258 -0.991 1.078
C -8.751 -0.246 1.142
C -8.934 1.351 1.602
C -7.525 2.140 1.960
C -6.026 1.399 1.898
C -4.724 2.315 2.292
H 7.079 4.070 -0.481
H 6.672 4.767 1.285
H 8.286 3.707 0.921
H 6.228 1.533 2.854
H 7.955 2.060 2.310
H 7.305 0.536 -0.004
H 8.118 -0.170 1.620
H 6.146 -1.860 0.961
H 5.864 -0.893 2.613
H 4.330 0.835 0.785
H 4.295 -0.779 -0.192
H 3.743 -1.597 2.695
H 2.720 -0.025 2.509
H 2.285 -1.658 -0.108
H 2.170 -2.889 1.315
H 0.452 -0.037 0.939
H 0.321 -1.234 2.436
H -1.111 -2.762 1.386
H 0.116 -2.958 -0.073
H -1.049 -0.895 -1.404
H -2.223 -2.329 -1.000
H -4.129 2.068 -0.713
H -2.923 1.196 -2.012
H -4.663 0.459 -1.578
H -4.671 -2.068 0.871
H -4.095 -1.228 2.518
H -7.270 -2.114 0.746
H -9.765 -0.827 0.902
H -9.995 1.859 1.675
H -7.643 3.275 2.311
H -4.311 1.929 3.317
H -3.923 2.427 1.445
H -5.130 3.418 2.501
C -3.712 1.995 -5.622
C -4.151 0.927 -6.564
O -3.792 -0.264 -5.902
C -3.855 0.035 -4.574
O -3.881 -0.799 -3.684
O -3.894 1.386 -4.360
F -3.462 0.993 -7.725
H -2.657 2.262 -5.747
H -4.316 2.902 -5.711
H -5.227 0.924 -6.769
C 4.162 2.305 5.162
C 5.307 2.161 6.105
O 4.833 1.239 7.060
C 3.942 0.458 6.388
O 3.529 -0.615 6.794
O 3.573 1.021 5.197
F 5.565 3.330 6.733
H 3.431 3.049 5.494
H 4.487 2.560 4.149
H 6.223 1.776 5.644
C -4.564 -0.807 -11.975
C -3.581 -0.071 -11.131
O -4.393 0.707 -10.281
C -5.546 -0.005 -10.143
O -6.379 0.201 -9.276
O -5.653 -0.986 -11.092
F -2.829 0.764 -11.883
H -4.893 -0.229 -12.844
H -4.177 -1.770 -12.320
H -2.932 -0.717 -10.530
C 10.858 -1.694 4.833
C 10.846 -1.420 3.368
O 9.777 -0.515 3.210
C 9.709 0.162 4.391
O 9.098 1.206 4.546
O 10.417 -0.467 5.378
F 10.561 -2.542 2.669
H 10.163 -2.490 5.120
H 11.856 -1.950 5.200
H 11.769 -0.969 2.988
C -6.959 -6.941 0.751
C -7.844 -5.914 0.132
O -7.829 -4.859 1.067
C -6.615 -4.945 1.678
O -6.120 -4.053 2.346
O -6.014 -6.152 1.446
F -9.112 -6.371 0.026
H -7.488 -7.584 1.462
H -6.469 -7.572 0.004
H -7.497 -5.549 -0.841
C 2.301 2.765 0.554
C 1.284 3.841 0.733
O 0.686 3.943 -0.539
C 0.791 2.698 -1.082
O 0.154 2.317 -2.050
O 1.691 1.923 -0.403
F 1.876 5.021 1.022
H 3.249 3.141 0.156
H 2.501 2.223 1.483
H 0.518 3.614 1.483
*
```

***

This record from the OMol25 dataset describes C37H51FMnN5O6PS as an isolated structure. The level of theory is ωB97M-V with the def2-TZVPD basis set.

Results
* E_HOMO (alpha / beta): -6.715 / -6.714 eV
* E: -113100.5711 eV
* relative energy (zero: lowest compared OMol25 entry of this formula, charge and spin): 21.8 kcal per mole
* LUMO energy (alpha / beta): 0.17 / 0.17 eV

The geometry in ORCA input format:
```
! RIJCOSX wB97M-V def2-TZVPD def2/J DEFGRID3
* xyz 0 6
Mn 1.371 -0.314 -0.708
S 2.540 0.512 1.638
C 2.472 1.972 0.748
C 2.909 3.204 1.266
C 2.705 4.342 0.525
C 2.118 4.241 -0.739
C 1.784 2.986 -1.207
N 1.938 1.885 -0.484
H 3.385 3.222 2.234
H 2.999 5.310 0.912
H 1.950 5.119 -1.344
H 1.369 2.839 -2.197
C -2.058 -3.491 -1.280
C -0.749 -2.814 -1.616
O -0.470 -1.709 -1.172
N 0.059 -3.493 -2.448
C 1.403 -3.021 -2.741
C 2.320 -3.369 -1.593
C 3.228 -4.410 -1.706
C 3.968 -4.777 -0.594
C 3.783 -4.073 0.584
C 2.872 -3.027 0.600
N 2.142 -2.683 -0.459
H -2.866 -2.769 -1.368
H -2.024 -3.834 -0.247
H -2.262 -4.333 -1.932
H -0.161 -4.445 -2.688
H 1.355 -1.928 -2.857
H 1.754 -3.468 -3.673
H 3.368 -4.904 -2.655
H 4.664 -5.600 -0.643
H 4.350 -4.315 1.469
H 2.713 -2.440 1.495
O -0.699 0.958 -0.569
P -2.010 0.951 0.124
C -2.032 -0.440 1.369
C -0.657 -0.481 2.026
C -0.569 -1.631 3.021
C -1.636 -1.516 4.124
C -2.641 -0.405 3.825
C -3.168 -0.527 2.398
C -2.335 2.688 0.739
C -3.472 2.901 1.738
C -3.397 4.324 2.285
C -2.165 4.470 3.188
C -1.040 3.522 2.752
C -1.034 3.337 1.240
C -3.309 0.476 -1.121
C -3.381 1.519 -2.246
C -4.657 2.348 -2.149
C -5.886 1.456 -2.355
C -5.685 0.066 -1.733
C -4.693 0.131 -0.575
H -2.093 -1.306 0.698
H -0.428 0.462 2.526
H 0.107 -0.627 1.237
H 0.430 -1.636 3.453
H -0.688 -2.572 2.477
H -1.166 -1.317 5.088
H -2.175 -2.461 4.219
H -2.169 0.566 3.974
H -3.476 -0.470 4.526
H -3.923 0.235 2.215
H -3.663 -1.497 2.310
H -2.605 3.179 -0.206
H -3.389 2.215 2.577
H -4.438 2.737 1.256
H -4.301 4.559 2.849
H -3.340 5.023 1.448
H -2.436 4.250 4.224
H -1.813 5.502 3.154
H -1.163 2.550 3.233
H -0.073 3.912 3.070
H -0.182 2.726 0.940
H -0.910 4.314 0.767
H -2.848 -0.431 -1.534
H -3.366 1.017 -3.215
H -2.492 2.156 -2.206
H -4.645 3.138 -2.902
H -4.710 2.833 -1.173
H -6.085 1.346 -3.422
H -6.757 1.940 -1.909
H -5.301 -0.628 -2.483
H -6.642 -0.328 -1.388
H -4.663 -0.826 -0.053
H -5.032 0.884 0.137
F 7.232 -0.774 0.963
C 6.809 -1.404 -0.147
C 6.222 -0.700 -1.139
N 5.816 -1.291 -2.300
C 4.883 -0.565 -3.130
C 3.599 -0.339 -2.283
O 2.524 -0.062 -2.847
O 3.724 -0.502 -1.057
C 5.899 -2.657 -2.467
O 5.435 -3.244 -3.420
N 6.586 -3.317 -1.478
C 7.012 -2.834 -0.239
O 7.478 -3.588 0.584
H 6.071 0.364 -1.051
H 4.648 -1.172 -4.004
H 5.308 0.389 -3.442
H 6.721 -4.311 -1.631
*
```

***

This record from the OMol25 dataset describes a 5-piece molecular cluster, C37H51I3NO16S overall. The level of theory is ωB97M-V with the def2-TZVPD basis set.

Results
* E_HOMO: -4.830 eV
* E: -108573.5922 eV
* LUMO energy: 1.65 eV

The geometry in ORCA input format:
```
! RIJCOSX wB97M-V def2-TZVPD def2/J DEFGRID3
* xyz -1 1
C 12.551 -3.115 2.815
C 11.357 -3.988 2.125
O 10.455 -3.026 1.534
C 9.440 -3.669 0.706
C 8.137 -3.852 1.675
O 6.934 -3.896 0.876
C 5.761 -3.497 1.671
N 4.614 -4.248 1.106
C 4.649 -5.686 1.424
C 5.701 -6.377 2.350
C 5.685 -7.922 2.612
I 7.244 -8.736 3.895
C 4.617 -8.857 1.963
C 3.527 -8.185 1.048
C 3.556 -6.655 0.805
S 2.277 -5.783 -0.250
C 1.990 -4.235 0.764
C 3.310 -3.619 1.389
C 3.088 -2.349 2.283
C 1.644 -1.752 2.510
C 0.362 -2.390 1.863
C -1.111 -1.792 2.058
I -2.338 -1.337 0.282
C -1.692 -1.553 3.346
C -3.188 -0.963 3.552
I -0.627 -2.004 5.223
C 0.568 -3.654 0.979
C -0.643 -4.445 0.231
O -0.909 -4.147 -0.996
O -1.355 -5.452 0.880
H 12.103 -2.081 3.078
H 12.979 -3.636 3.753
H 13.385 -2.997 2.019
H 11.867 -4.686 1.376
H 10.875 -4.611 2.976
H 9.201 -3.111 -0.260
H 9.846 -4.731 0.473
H 8.345 -4.837 2.256
H 8.146 -2.968 2.401
H 5.930 -3.677 2.789
H 5.665 -2.356 1.487
H 6.508 -5.767 2.871
H 4.631 -9.992 2.158
H 2.685 -8.786 0.538
H 3.979 -1.841 2.814
H 1.462 -0.828 3.169
H -3.893 -1.867 3.512
H -3.440 -0.158 2.778
H -3.243 -0.532 4.626
C -7.563 2.091 -4.368
C -6.289 1.773 -5.128
O -5.290 1.237 -4.252
C -5.450 -0.058 -3.911
O -6.339 -0.786 -4.282
O -4.459 -0.393 -3.061
C -4.564 -1.720 -2.541
H -7.350 2.740 -3.515
H -8.288 2.584 -5.019
H -8.022 1.183 -3.969
H -5.877 2.695 -5.547
H -6.476 1.094 -5.964
H -4.658 -2.455 -3.343
H -5.413 -1.784 -1.858
H -3.652 -1.935 -1.983
C -7.982 8.546 -3.344
C -6.708 8.225 -4.104
O -5.709 7.690 -3.229
C -5.870 6.399 -2.888
O -6.761 5.671 -3.257
O -4.880 6.066 -2.043
C -4.983 4.740 -1.523
H -7.768 9.196 -2.492
H -8.707 9.039 -3.996
H -8.441 7.639 -2.944
H -6.295 9.146 -4.525
H -6.896 7.545 -4.939
H -5.078 4.005 -2.326
H -5.831 4.676 -0.838
H -4.069 4.526 -0.967
C -2.210 5.322 7.163
C -2.660 3.894 7.414
O -2.736 3.158 6.189
C -1.559 2.734 5.694
O -0.472 2.914 6.190
O -1.802 2.099 4.536
C -0.624 1.677 3.848
H -2.849 5.801 6.417
H -2.242 5.905 8.087
H -1.190 5.351 6.774
H -3.667 3.901 7.840
H -2.010 3.386 8.132
H 0.022 1.081 4.496
H -0.088 2.548 3.463
H -0.931 1.058 3.004
C -2.404 1.108 -4.419
C -1.070 0.681 -5.001
O -0.711 1.502 -6.123
C -0.225 2.716 -5.820
O -0.062 3.163 -4.710
O 0.024 3.363 -6.975
C 0.457 4.710 -6.800
H -3.173 1.130 -5.194
H -2.716 0.429 -3.629
H -2.346 2.116 -4.001
H -1.148 -0.343 -5.375
H -0.279 0.689 -4.247
H 1.312 4.767 -6.123
H -0.370 5.319 -6.429
H 0.762 5.094 -7.774
*
```

***

This record from the OMol25 dataset describes C37H51IrN4OP2 as an isolated structure. The level of theory is ωB97M-V with the def2-TZVPD basis set.

Results
* E_HOMO (alpha / beta): -13.967 / -16.752 eV
* E: -68590.5609 eV
* relative energy (zero: lowest compared OMol25 entry of this formula, charge and spin): 0.0 kcal per mole
* LUMO energy (alpha / beta): -8.44 / -12.34 eV

The geometry in ORCA input format:
```
! RIJCOSX wB97M-V def2-TZVPD def2/J DEFGRID3
* xyz 3 6
C -1.263 -1.524 -2.261
C 0.776 -2.510 -1.511
C -1.303 -2.389 -3.350
C 0.654 -3.503 -2.518
C -0.368 -3.426 -3.435
H -2.102 -2.256 -4.072
H 1.431 -4.270 -2.551
H -0.461 -4.167 -4.228
N -0.258 -1.600 -1.376
P -2.465 -0.168 -0.185
P 2.202 -0.866 0.230
C -2.311 -0.455 -2.016
H -2.014 0.487 -2.501
H -3.273 -0.731 -2.461
C 1.910 -2.336 -0.712
H 2.678 -3.107 -0.787
C 3.436 0.057 -0.975
C 3.246 -1.415 1.754
C -3.280 1.523 0.009
C -3.643 -1.581 0.307
C 3.493 1.538 -0.572
H 3.863 1.682 0.450
H 4.184 2.056 -1.254
H 2.510 2.012 -0.656
C 4.844 -0.561 -0.974
H 5.378 -0.470 -0.024
H 4.810 -1.616 -1.280
H 5.443 -0.031 -1.731
C 2.979 -0.072 -2.433
H 3.604 0.591 -3.052
H 3.091 -1.096 -2.806
H 1.943 0.234 -2.584
C 4.014 -0.196 2.285
H 3.322 0.626 2.512
H 4.501 -0.472 3.232
H 4.788 0.167 1.603
C 2.351 -1.907 2.894
H 1.724 -1.102 3.296
H 1.726 -2.758 2.604
H 3.005 -2.241 3.714
C 4.179 -2.580 1.407
H 4.905 -2.353 0.624
H 4.751 -2.834 2.311
H 3.608 -3.465 1.107
C -4.063 -1.340 1.766
H -4.642 -2.213 2.103
H -3.190 -1.253 2.426
H -4.695 -0.452 1.887
C -2.905 -2.930 0.234
H -2.658 -3.206 -0.798
H -1.994 -2.930 0.841
H -3.577 -3.704 0.638
C -4.890 -1.719 -0.590
H -5.450 -2.602 -0.243
H -5.571 -0.866 -0.532
H -4.630 -1.892 -1.642
C -2.574 2.577 -0.852
H -2.617 2.345 -1.923
H -3.091 3.538 -0.700
H -1.530 2.710 -0.555
C -3.184 1.977 1.473
H -2.171 1.861 1.885
H -3.456 3.044 1.512
H -3.880 1.439 2.129
C -4.745 1.458 -0.440
H -4.849 1.037 -1.450
H -5.379 0.900 0.259
H -5.140 2.484 -0.480
Ir -0.217 -0.389 0.383
C -0.583 -1.216 1.973
O -0.825 -1.802 2.959
N 0.253 1.108 -0.853
C 0.380 1.568 -1.933
C 0.519 2.470 -3.015
C 0.388 3.861 -2.794
C 0.794 2.001 -4.324
C 0.508 4.754 -3.859
H 0.188 4.217 -1.779
C 0.946 2.912 -5.370
H 0.876 0.924 -4.492
C 0.806 4.285 -5.143
H 0.357 5.819 -3.680
H 1.160 2.545 -6.374
H 0.916 4.985 -5.975
N 3.636 0.945 5.571
C 2.499 0.980 5.282
C 1.086 0.996 4.985
C 0.155 0.764 6.013
C -1.191 0.671 5.685
C -1.555 0.820 4.338
N -0.675 1.077 3.377
C 0.615 1.211 3.675
H 0.511 0.646 7.041
H -1.968 0.472 6.426
H -2.600 0.712 4.037
H 1.294 1.486 2.863
*
```